[1]
Here is 2 unconnected molecules or ions with the total composition C3H12N2O from OMol25. Energies are from ωB97M-V with the def2-TZVPD basis set.

```
18
Properties=species:S:1:pos:R:3:forces:R:3
N -0.8270 1.2981 1.4634 0.0 1.7 0.0
C -0.0593 1.4217 0.2216 -0.3 -2.8 -1.6
C -0.4147 0.1427 -0.7347 0.8 2.5 2.0
C 0.8238 -0.3832 -1.4501 0.4 -1.2 1.5
N 0.3409 -1.3428 -2.4516 0.6 1.6 -1.8
H -1.8157 1.4452 1.2141 0.5 -0.1 0.3
H -0.5626 2.1129 2.0650 -0.5 -1.1 -0.4
H 1.0119 1.3151 0.3511 0.2 0.2 0.7
H -0.2291 2.3123 -0.3406 -0.2 0.9 -0.3
H -0.6307 -0.6412 -0.0519 -1.0 -0.7 0.6
H -1.3163 0.3951 -1.3261 0.7 -0.4 -0.2
H 1.5074 -1.0416 -0.6711 -1.6 1.9 -1.8
H 1.4341 0.5031 -1.7716 -0.3 -1.3 -0.5
H -0.1464 -2.1036 -2.0188 -0.2 -0.2 0.3
H -0.3337 -0.8305 -3.0691 0.8 -0.9 0.7
O 0.2637 -1.0184 2.5494 -1.3 1.4 -1.6
H -0.2761 -0.3486 1.9313 1.4 -1.5 2.0
H 0.5511 -1.7451 1.9887 0.0 0.0 0.0
```
Positions in Å, forces in eV/Å.

For the HOMO energy, the calculation gives -9.218 eV. Its SMILES is NCCCN.O.


[2]
Here is a molecular structure, C18H17N6OS2Sc from OMol25. Energies are from ωB97M-V with the def2-TZVPD basis set.

```
45
Properties=species:S:1:pos:R:3:forces:R:3
Sc 2.1569 0.5146 -0.1215 0.0 -0.2 0.0
C -1.1132 1.3298 2.9794 0.0 -0.1 0.0
C 0.0006 1.5853 2.0011 -0.1 -0.2 0.0
N 0.2998 0.6602 1.1185 0.0 0.3 0.2
N -0.5902 -0.4084 1.1530 -0.1 -0.2 0.0
C -0.4468 -1.3241 0.2596 0.1 0.0 0.3
S 0.7309 -1.3914 -1.0103 0.2 0.2 -0.2
S -1.5218 -2.6859 0.5759 0.0 0.0 0.0
C -1.5042 -3.6748 -0.9454 0.0 -0.1 -0.1
C -2.6042 -3.3231 -1.9108 0.0 0.0 0.0
C -3.7760 -4.0697 -1.9470 0.0 0.0 0.0
C -4.7960 -3.7430 -2.8286 0.0 0.0 0.0
C -4.6541 -2.6637 -3.6857 -0.1 0.0 0.0
C -3.4883 -1.9128 -3.6571 0.0 0.0 0.0
C -2.4705 -2.2396 -2.7765 0.0 0.0 0.1
C 0.6760 2.8868 2.0680 0.3 0.2 -0.1
C 0.1218 3.9218 2.8437 0.0 0.0 0.0
C 0.7012 5.1674 2.9259 -0.1 0.1 0.1
C 1.8799 5.4295 2.2346 0.0 0.0 0.0
C 2.4511 4.4533 1.4515 -0.1 -0.1 0.0
C 1.8562 3.1892 1.3430 -0.3 0.1 0.2
O 2.4162 2.2908 0.5619 0.1 -0.1 -0.2
H -1.1588 0.2719 3.2146 0.0 0.0 0.0
H -2.0748 1.5891 2.5311 0.0 0.0 0.0
H -0.9796 1.8995 3.8921 0.0 0.0 0.0
H -1.6128 -4.7031 -0.6000 0.0 0.0 0.0
H -0.5189 -3.5962 -1.4042 0.0 0.1 0.0
H -3.8918 -4.9147 -1.2788 0.0 0.0 0.0
H -5.7020 -4.3344 -2.8461 0.0 0.0 0.0
H -5.4481 -2.4088 -4.3751 0.0 0.0 0.0
H -3.3725 -1.0712 -4.3282 0.0 0.0 0.0
H -1.5616 -1.6532 -2.7502 0.0 0.0 0.0
H -0.8001 3.7620 3.3813 0.0 0.0 0.0
H 0.2385 5.9347 3.5305 0.0 0.0 0.0
H 2.3477 6.4028 2.3051 0.0 0.0 0.0
H 3.3622 4.6321 0.8973 0.0 0.0 0.0
N 2.3467 1.2358 -2.2791 0.0 0.0 0.0
H 1.6238 1.9130 -2.5063 0.0 0.0 0.0
H 2.2329 0.4493 -2.9133 0.0 0.1 0.0
H 3.2437 1.6729 -2.4710 0.0 0.0 0.0
N 3.9474 -0.4895 0.1732 -0.1 0.0 0.1
C 4.7389 -1.2419 0.6260 0.1 0.0 -0.2
N 5.6853 -1.9492 1.0400 -0.1 0.3 0.0
C 5.5395 -3.1653 1.5399 0.0 -0.3 0.1
N 5.4891 -4.2277 1.9879 0.0 0.0 0.0
```
Positions in Å, forces in eV/Å.

For the HOMO energy, the calculation gives -8.315 eV.


[3]
Here is a molecular structure, C32H34Br4N4O4TeTl from OMol25. Energies are from ωB97M-V with the def2-TZVPD basis set.

```
80
Properties=species:S:1:pos:R:3:forces:R:3
Tl 12.4483 13.0793 11.0619 0.0 0.4 0.2
C 13.6169 17.2427 17.8101 -0.3 0.1 1.7
C 13.2166 16.5190 16.5756 -0.8 0.6 0.4
C 12.0554 16.8247 15.8910 0.8 1.0 -0.4
C 11.5986 16.0885 14.8089 -0.3 -0.5 -1.0
C 10.3259 16.6058 14.3681 0.3 0.5 0.6
N 9.2592 15.9600 13.9936 -1.4 0.1 -0.7
C 9.0290 14.5182 13.7877 1.3 -0.6 -0.6
C 8.3671 13.8600 14.9633 -2.1 -0.3 -1.4
C 7.8765 12.4534 14.5361 0.0 0.2 1.6
N 8.8840 11.6509 13.8628 -0.2 -0.9 -0.4
C 8.5412 10.4622 13.3740 -0.5 -0.6 -0.5
C 9.3285 9.7463 12.4837 0.9 -0.3 -1.2
C 8.8558 8.4950 11.9463 0.6 0.4 1.1
C 9.6584 7.6281 11.2802 1.8 1.2 -0.7
C 9.2019 6.2911 10.9048 0.1 -1.9 -0.8
C 11.0119 8.0811 10.9088 -1.9 -0.3 0.1
C 11.4386 9.3072 11.3894 1.6 -0.5 -2.3
C 12.7710 9.6832 10.9987 2.7 2.5 -0.7
N 13.5007 10.6748 11.4721 -2.6 -2.4 0.1
C 14.9123 10.6348 11.3012 1.7 0.5 1.2
C 15.5619 11.3952 12.5269 -1.1 -0.5 -0.4
C 15.7240 12.8954 12.3612 0.2 2.0 -0.2
N 14.6523 13.7665 12.9413 -0.7 -1.0 -0.6
C 14.6019 13.9698 14.1927 2.2 -1.2 0.1
C 13.6379 14.7299 14.9049 -1.5 2.6 0.8
C 14.0010 15.5262 16.0512 0.4 -2.3 -2.8
C 12.3397 14.9269 14.2912 -1.4 -0.6 0.6
O 11.7887 14.1191 13.4700 1.1 0.9 0.2
C 10.6541 10.2631 12.0380 -3.1 -0.6 2.5
O 10.9895 11.4152 12.3874 0.5 0.4 -0.2
H 14.6770 17.4776 17.8440 0.2 0.1 -0.2
H 13.4524 16.5909 18.7300 0.0 0.9 -1.0
H 13.0650 18.2005 17.9412 0.3 -0.7 0.0
H 11.5212 17.7675 16.0113 0.2 -0.2 0.8
H 10.1887 17.7367 14.4868 0.0 -1.8 0.0
H 8.3934 16.4960 13.9553 0.5 0.2 -0.3
H 10.0600 14.1104 13.7387 -0.7 0.1 -0.6
H 8.4623 14.2662 12.8288 0.8 0.9 1.1
H 7.4823 14.4484 15.2522 0.1 -0.3 0.1
H 8.9898 13.7798 15.8051 1.1 0.0 1.1
H 6.9458 12.4908 13.9574 0.4 0.2 -0.2
H 7.6242 11.9293 15.4667 -0.2 0.1 -0.1
H 9.8867 11.8931 13.6473 -1.0 0.3 -0.1
H 7.5833 9.8959 13.6128 0.9 1.5 0.1
H 7.8487 8.1578 12.1700 -0.1 0.1 0.2
H 8.5193 5.8306 11.6131 -0.4 0.4 0.1
H 10.0484 5.5807 10.9516 -0.2 0.3 -0.4
H 8.7353 6.2392 9.8970 0.4 0.0 0.5
H 11.6206 7.4733 10.1497 -0.7 0.9 1.6
H 13.1904 9.2150 10.0913 0.1 -0.9 0.7
H 15.2662 11.1101 10.3805 -0.1 -0.1 -0.1
H 15.3748 9.6302 11.4043 -0.7 0.2 -0.6
H 16.4663 10.8651 12.7315 1.2 0.2 -0.1
H 14.9796 11.1812 13.4287 -0.3 0.1 -0.2
H 15.7531 13.1595 11.2597 0.1 -0.3 1.1
H 16.6435 13.3067 12.8174 0.1 -0.6 -0.3
H 15.4147 13.6116 14.8599 0.0 -0.1 -0.3
H 15.0294 15.3753 16.3707 -0.2 0.0 0.4
Br 5.8343 14.5086 6.6520 0.7 -0.1 0.3
C 7.4472 13.6805 7.3059 -0.9 0.2 -0.1
C 7.3590 12.2779 7.4495 1.3 0.4 1.3
Br 5.7167 11.4177 7.7919 0.2 -0.3 -0.6
C 8.5716 11.6704 7.7403 0.6 1.3 -0.4
Br 8.9126 9.9697 7.0364 0.0 -0.4 0.7
C 9.7738 12.4511 8.2817 -0.6 -1.4 -0.3
O 10.6756 11.7845 8.7986 0.2 0.5 -0.1
C 9.8110 13.9512 8.1850 -0.4 0.2 0.5
O 10.7850 14.6554 8.6634 -1.5 -1.1 -1.5
C 8.5955 14.4265 7.5576 0.5 0.2 -0.1
Br 8.5776 16.2051 6.9350 0.5 0.6 0.2
C 12.1167 15.0763 5.6954 0.6 1.3 -0.5
Te 12.4546 16.5959 7.2000 -0.3 -0.3 -0.3
C 13.7203 17.9920 6.0801 -0.6 -0.9 0.6
H 12.0720 15.5488 4.6848 0.2 -0.4 0.9
H 11.1889 14.6294 5.9604 -0.8 -0.2 0.2
H 12.9021 14.3364 5.8042 0.2 0.1 -0.1
H 13.5792 17.7635 5.0322 0.5 -0.1 -0.1
H 14.7036 17.8157 6.5251 0.0 0.0 -0.6
H 13.4264 19.0092 6.2763 -0.3 0.3 0.2
```
Positions in Å, forces in eV/Å.

As for the net charge: +1. For the HOMO energy (spin up / spin down), the calculation gives -9.024 / -9.567 eV.


[4]
Here is C11H11N3O in the gas phase from OMol25. Energies are from ωB97M-V with the def2-TZVPD basis set.

```
26
Properties=species:S:1:pos:R:3:forces:R:3
C 1.3907 -1.3866 2.5858 0.3 3.9 -1.0
N 0.0192 -0.9934 2.2998 -0.3 1.4 -0.3
C -1.2120 -1.5886 2.5101 0.3 0.0 0.6
C -2.1552 -0.7366 1.9666 -0.5 -1.9 0.4
N -1.5635 0.3280 1.4144 1.3 0.8 -0.3
C -0.2610 0.1678 1.6204 -1.7 0.0 0.3
N 0.6416 1.2735 1.2956 -2.0 -2.0 -1.2
O 1.1408 1.8738 2.2711 0.9 0.4 1.1
C 0.6719 1.6955 0.0657 0.9 0.3 -1.0
C 0.3245 1.1167 -1.2795 -0.5 -0.5 1.9
C 0.0592 1.9224 -2.3834 -0.3 -1.5 -0.5
C -0.3180 1.3263 -3.5923 0.0 -1.5 1.1
C -0.3527 -0.0685 -3.6601 1.2 0.1 2.2
C 0.0510 -0.8960 -2.5961 -0.3 0.2 1.2
C 0.2473 -0.2788 -1.3593 1.2 -0.5 0.4
H 1.9317 -0.9399 1.7139 0.2 -1.2 0.7
H 1.8435 -0.9056 3.4535 -0.6 0.5 0.2
H 1.5070 -2.3728 2.7715 0.2 -3.3 -0.2
H -1.3038 -2.4769 3.1417 0.1 0.3 -0.6
H -3.2349 -0.9705 1.8964 0.9 0.5 0.1
H 1.2971 2.5520 0.0798 0.2 1.1 -0.4
H 0.0217 2.9603 -2.2928 0.2 1.6 0.2
H -0.6605 1.8491 -4.4497 -0.1 0.8 -0.4
H -0.7227 -0.6250 -4.4328 -0.7 -0.7 -2.6
H 0.1571 -2.0080 -2.6494 -0.5 1.2 -0.3
H 0.4798 -0.8183 -0.3911 -0.3 0.2 -1.6
```
Positions in Å, forces in eV/Å.

For the HOMO energy (spin up / spin down), the calculation gives -8.201 / -8.203 eV. Its SMILES is Cn1ccnc1/[N+]([O-])=C\c1ccccc1.